No. 1
This record from OMol25 describes a structure of composition C20H16B3MgNO31 in a non-equilibrium geometry. The level of theory is ωB97M-V/def2-TZVPD.

Results
Orbital gap (Ha): 0.2954
Charge: -2

CARTESIAN COORDINATES (ANGSTROEM)
1 Mg -0.743151 0.674580 -0.345876
2 O -7.526870 -3.516466 2.576923
3 C -6.373201 -3.416404 2.281277
4 O -5.907007 -2.721428 1.248784
5 B -4.480241 -2.883482 1.107827
6 O -4.077336 -3.688370 2.286059
7 C -5.151253 -4.081316 2.956273
8 O -5.170809 -4.839645 3.880096
9 O -3.676544 -1.643811 1.034299
10 C -2.960455 -1.624365 -0.042935
11 O -2.318087 -0.699117 -0.481864
12 C -3.165945 -2.975753 -0.789680
13 O -4.127800 -3.594795 -0.152132
14 O -2.621802 -3.298589 -1.808625
15 O 0.839731 4.271932 1.267341
16 C 1.724906 3.896201 0.571299
17 O 2.941763 4.426273 0.431929
18 B 3.710230 3.650718 -0.572268
19 O 2.841096 2.502540 -0.901963
20 C 1.708035 2.595305 -0.275925
21 O 0.808673 1.790536 -0.336802
22 O 3.988554 4.455929 -1.777014
23 C 5.277794 4.382806 -2.076594
24 O 5.788091 4.800132 -3.075783
25 C 5.975918 3.654815 -0.907495
26 O 5.024953 3.268140 -0.061832
27 O 7.141217 3.411788 -0.789424
28 O -0.707489 -4.261732 6.488620
29 C -0.084826 -3.528617 5.778901
30 O -0.498200 -2.347967 5.307082
31 B 0.527128 -1.833649 4.396232
32 O 1.661063 -2.759948 4.497163
33 C 1.334486 -3.794037 5.237551
34 O 1.998683 -4.749233 5.530076
35 O 0.927112 -0.456444 4.746254
36 C 0.747052 0.325402 3.689055
37 O 0.960361 1.494889 3.610364
38 C 0.219026 -0.565497 2.510563
39 O 0.093430 -1.775026 2.976753
40 O -0.031125 -0.194779 1.392406
41 N -2.628740 2.612925 1.242414
42 O -2.010837 1.868547 0.410640
43 O -3.682170 3.140184 0.862149
44 O -2.144263 2.832302 2.339082
45 O -1.198950 1.175043 -2.247878
46 C -1.505964 0.922605 -3.391237
47 O -1.955313 1.855563 -4.208898
48 C -2.017754 3.193486 -3.720673
49 C -0.701072 3.933402 -3.862097
50 C -1.394265 -0.431627 -4.028942
51 H -2.428740 3.273822 -2.710640
52 H -2.803881 3.702760 -4.283758
53 H -0.332982 3.804194 -4.877788
54 H 0.006257 3.627960 -3.091511
55 H -0.873461 4.991138 -3.656210
56 H -2.152273 -0.502628 -4.811044
57 H -1.707029 -1.175711 -3.295978
58 H -0.403143 -0.544147 -4.457928
59 O 0.402440 -0.912223 -1.119340
60 C 1.158147 -1.787398 -1.476187
61 O 2.472111 -1.697223 -1.312555
62 C 3.005742 -0.596490 -0.564383
63 C 4.282692 -1.017759 0.123293
64 C 0.750999 -3.072400 -2.123621
65 H 2.252881 -0.223545 0.129406
66 H 3.203702 0.230396 -1.250834
67 H 4.195970 -2.039773 0.498750
68 H 4.525753 -0.339533 0.939122
69 H 5.156172 -1.042098 -0.532262
70 H 1.009012 -3.944179 -1.529533
71 H 1.223731 -3.157969 -3.104233
72 H -0.321933 -3.031138 -2.294236

Atoms 1-6, force components in eV/Å:
-0.65 -0.87 0.63
0.13 -0.06 0.15
-0.15 0.02 -0.13
-0.22 0.52 -0.43
0.48 -0.79 0.65
0.00 0.10 -0.25

***

No. 2
This record from OMol25 describes a structure of composition C20H16Br4O2PtSTe in a non-equilibrium geometry. The level of theory is ωB97M-V/def2-TZVPD.

Results
Orbital gap (spin up / spin down) (Ha): 0.2529 / 0.2300
2S+1: 3
<S²>: 2.02

CARTESIAN COORDINATES (ANGSTROEM)
1 Pt 0.279550 -1.289759 0.262809
2 Br 3.595291 -7.038170 0.649979
3 C 2.149333 -5.754041 0.588457
4 C 0.989130 -6.231039 -0.095146
5 Br 0.750674 -8.001004 -0.725506
6 C -0.062644 -5.337962 -0.342220
7 Br -1.714376 -5.786726 -1.166416
8 C 0.040530 -4.016652 0.110009
9 O -0.738098 -3.061686 -0.319713
10 C 1.076975 -3.633869 1.124518
11 O 0.909188 -2.583888 1.849161
12 C 2.206202 -4.504281 1.206076
13 Br 3.810958 -3.900066 2.067078
14 C -0.897330 -1.501667 -2.903524
15 S 0.710147 -1.395858 -2.103604
16 C 1.589296 0.060677 -2.640374
17 H -0.756319 -1.644848 -3.987949
18 H -1.476088 -0.608743 -2.725697
19 H -1.405560 -2.388572 -2.475947
20 H 1.900269 -0.145184 -3.669968
21 H 2.463696 0.275555 -2.008910
22 H 0.938102 0.910849 -2.620594
23 Te 0.797126 0.993336 1.269290
24 C -0.839645 1.774169 2.368770
25 C -2.171509 1.576079 1.965670
26 C -3.186285 2.266371 2.623570
27 C -2.899756 3.076641 3.722234
28 C -1.564057 3.265710 4.123564
29 C -0.534663 2.610102 3.460151
30 C 0.571471 2.390685 -0.299313
31 C 1.642502 3.258582 -0.500334
32 C 1.588421 4.236507 -1.487282
33 C 0.436134 4.343054 -2.298506
34 C -0.673181 3.471848 -2.070996
35 C -0.588099 2.461780 -1.106066
36 H -2.440972 0.935091 1.095799
37 H -4.208146 2.104663 2.256006
38 H -3.735281 3.552888 4.223637
39 H -1.334656 3.914161 4.958072
40 H 0.540337 2.791905 3.734814
41 H 2.490619 3.189002 0.154140
42 H 2.369640 4.973399 -1.571430
43 H 0.383898 5.065575 -3.121133
44 H -1.605586 3.579562 -2.617590
45 H -1.397236 1.745828 -0.955586

Atoms 1-6, force components in eV/Å:
-0.53 1.98 -0.70
-0.42 0.98 0.21
0.47 -0.62 0.21
-1.36 0.85 -0.37
0.37 0.31 0.24
0.54 -0.91 0.31

***

No. 3
This record from OMol25 describes a structure of composition C20H16Cl2O5PSYb in a non-equilibrium geometry. The level of theory is ωB97M-V/def2-TZVPD.

Results
Orbital gap (spin up / spin down) (Ha): 0.2362 / 0.1898
2S+1: 2
<S²>: 0.76

CARTESIAN COORDINATES (ANGSTROEM)
1 Yb -3.466547 -1.076859 0.272514
2 O -3.258620 0.556975 1.903747
3 S -2.450580 1.490677 1.144863
4 O -3.071296 2.692171 0.663885
5 O -2.074829 0.559687 -0.098653
6 C -0.737898 1.637409 1.673803
7 C -0.546913 2.241125 2.899356
8 C 0.720563 2.205666 3.472916
9 C 1.801287 1.537444 2.820396
10 C 1.598484 0.940424 1.555169
11 C 0.288780 0.990871 0.989770
12 P -0.046530 0.488796 -0.732258
13 C 0.886630 -1.040532 -0.874583
14 C 0.711828 -2.011102 0.141450
15 C 1.292131 -3.258297 0.043067
16 C 2.125573 -3.561153 -1.018705
17 C 2.361650 -2.580541 -2.001441
18 C 1.773597 -1.310187 -1.921897
19 C 0.812362 1.659779 -1.809545
20 C -0.021432 2.556267 -2.445281
21 C 0.507894 3.594339 -3.166038
22 C 1.884262 3.826720 -3.183149
23 C 2.743813 2.975141 -2.400130
24 C 2.206212 1.825157 -1.795626
25 H -1.377372 2.845316 3.306882
26 H 0.909963 2.673182 4.453402
27 H 2.762486 1.541087 3.322515
28 H 2.408878 0.413694 1.070701
29 H 0.003351 -1.795576 0.957956
30 H 1.101447 -3.996904 0.828004
31 H 2.573298 -4.550605 -1.146735
32 H 3.102563 -2.791318 -2.764903
33 H 1.987270 -0.601246 -2.704389
34 H -1.103010 2.494559 -2.256808
35 H -0.144964 4.303815 -3.668420
36 H 2.245235 4.650866 -3.795854
37 H 3.825090 3.112716 -2.399294
38 H 2.802318 1.078998 -1.273592
39 Cl -5.454784 -2.759860 1.258334
40 C -3.890110 -3.820527 1.376929
41 C -2.706942 -3.263780 2.169267
42 O -2.607951 -3.617668 3.351979
43 O -1.984741 -2.474228 1.469667
44 H -3.636657 -3.934848 0.355800
45 H -4.389487 -4.699471 1.783068
46 Cl -2.466303 -1.748180 -1.828137

Atoms 1-6, force components in eV/Å:
-0.86 -1.73 0.75
-0.11 0.99 1.74
1.29 -1.37 -4.24
0.60 -0.01 1.13
-0.13 2.52 0.77
-0.56 -0.03 1.06

***

No. 4
This record from OMol25 describes an isolated molecule of C20H16ClFN4O5S in a non-equilibrium geometry. The level of theory is ωB97M-V/def2-TZVPD.

Results
Orbital gap (Ha): 0.3050
SMILES: O=C(CSc1nnc(CNC(=O)c2c(F)cccc2Cl)o1)Nc1ccc2c(c1)OCCO2

CARTESIAN COORDINATES (ANGSTROEM)
1 O -1.671730 -3.115924 2.546900
2 C -0.949271 -2.164311 2.353133
3 C 0.368210 -2.010392 3.121665
4 S 1.494053 -3.415519 2.778496
5 C 1.852513 -3.072804 1.130978
6 N 2.668919 -3.686140 0.325863
7 N 2.641695 -3.005932 -0.837877
8 C 1.813626 -2.027127 -0.698904
9 C 1.516455 -0.885124 -1.606895
10 N 2.287079 0.264339 -1.156366
11 C 1.962695 0.923739 -0.024026
12 O 0.922532 0.777118 0.581295
13 C 3.038900 1.865551 0.446396
14 C 3.046729 3.214875 0.121322
15 F 2.101728 3.685426 -0.708056
16 C 4.010363 4.078571 0.610715
17 C 4.988635 3.578830 1.452864
18 C 5.010525 2.237545 1.797017
19 C 4.036691 1.390843 1.293039
20 Cl 4.043525 -0.292291 1.701132
21 O 1.268903 -2.007646 0.542353
22 N -1.182463 -1.152417 1.486881
23 C -2.256996 -1.014555 0.598103
24 C -3.349237 -1.877756 0.571742
25 C -4.353353 -1.682560 -0.355092
26 C -4.299296 -0.631801 -1.261213
27 C -3.220496 0.256209 -1.212336
28 C -2.205796 0.054890 -0.290160
29 O -3.126912 1.337235 -2.054365
30 C -4.346314 1.648615 -2.690259
31 C -4.995348 0.377128 -3.236010
32 O -5.312208 -0.500264 -2.180038
33 H 0.889696 -1.079311 2.905060
34 H 0.167731 -2.093434 4.189492
35 H 1.793980 -1.135058 -2.628539
36 H 0.453274 -0.636125 -1.541704
37 H 3.224180 0.356733 -1.517829
38 H 3.981169 5.119271 0.331614
39 H 5.743961 4.240939 1.845544
40 H 5.773311 1.847586 2.451109
41 H -0.471167 -0.437311 1.365893
42 H -3.402605 -2.699594 1.264326
43 H -5.200788 -2.347300 -0.397131
44 H -1.384383 0.754007 -0.266830
45 H -4.108026 2.348904 -3.492051
46 H -5.031292 2.124532 -1.975105
47 H -5.932937 0.598606 -3.748019
48 H -4.300460 -0.110796 -3.934126

Atoms 1-6, force components in eV/Å:
-0.16 -0.23 0.06
0.33 0.26 0.20
0.19 -0.36 -0.29
-0.23 0.05 0.49
0.35 0.01 -0.55
-0.20 -0.58 1.60

***

Number 1: E -93459.274 eV, molecular weight 823.065 g/mol. Number 2: E -326636.502 eV, molecular weight 962.707 g/mol. Number 3: E -107936.180 eV, molecular weight 643.330 g/mol. Number 4: E -63272.751 eV, molecular weight 478.889 g/mol.